P.
A 8-piece molecular cluster, H16O8 overall, computed with wB97M-V/def2-TZVPD.

Geometry (Å):
H1 -36.714 26.940 23.471
H2 -38.864 25.362 21.041
H3 -36.604 22.563 20.356
O1 -38.367 26.251 20.777
O2 -37.425 27.231 24.032
O3 -35.354 27.995 19.449
H4 -36.977 27.733 24.682
O4 -33.822 28.077 21.677
O5 -35.881 26.124 22.202
H5 -34.184 28.140 20.881
H6 -36.237 27.917 19.608
O6 -36.692 23.330 19.739
H7 -36.396 26.239 21.366
H8 -35.053 27.038 19.587
O7 -34.486 25.562 24.627
H9 -38.845 26.481 19.978
H10 -32.896 27.818 21.240
H11 -34.790 25.425 23.761
H12 -34.181 28.725 24.366
O8 -33.735 29.289 23.673
H13 -33.954 28.773 22.993
H14 -37.508 23.807 20.058
H15 -34.606 24.660 25.075
H16 -35.299 26.972 22.151

Computed properties:
* total charge: 0
* frontier orbital gap: 10.15 eV
* HOMO level: -10.5 eV


Q.
A 8-piece molecular cluster, H16O8 overall, computed with wB97M-V/def2-TZVPD.

Geometry (Å):
H1 1.857 2.968 0.670
O1 -4.660 -0.894 0.095
H2 1.892 1.289 -2.698
H3 -1.917 -0.729 -1.282
H4 3.246 -1.455 -0.338
H5 -5.464 -0.689 -0.340
H6 3.171 1.244 -3.365
H7 -0.801 -1.459 -1.685
H8 -4.096 -1.132 -0.648
O2 2.761 0.937 -2.486
O3 -1.621 -1.573 -1.189
H9 2.507 -0.676 0.588
H10 0.067 -1.760 3.858
H11 -2.458 1.733 0.667
H12 3.017 2.051 0.865
O4 -3.282 1.301 0.471
O5 0.944 -2.059 4.146
H13 1.056 0.457 0.241
O6 2.511 -1.531 0.272
O7 0.614 -0.246 -0.213
H14 -0.014 0.070 -0.948
O8 2.379 2.356 0.127
H15 1.522 -1.408 3.679
H16 -3.228 1.208 -0.487

Computed properties:
* total charge: 0
* frontier orbital gap: 10.07 eV
* HOMO level: -10.4 eV


R.
A 8-piece molecular cluster, H16O8 overall, computed with wB97M-V/def2-TZVPD.

Geometry (Å):
H1 0.616 -0.600 0.399
H2 2.753 -2.256 -0.101
H3 -3.519 -1.358 -2.356
H4 0.443 2.161 0.320
O1 0.837 3.019 0.513
O2 2.112 1.438 2.326
H5 -1.868 1.716 -1.831
H6 -0.386 -2.026 2.224
O3 -1.754 0.806 -1.525
H7 1.631 0.083 -2.018
H8 -0.783 -0.025 0.120
H9 1.913 1.955 3.116
H10 1.593 2.801 1.080
H11 1.335 -2.264 -0.672
H12 -2.571 0.610 -1.046
O4 0.963 0.110 -2.715
O5 -2.640 -1.749 -2.378
O6 -0.755 -1.955 3.110
H13 -1.391 -1.236 3.043
H14 0.263 0.667 -2.359
O7 -0.050 0.026 0.747
O8 1.950 -1.725 -0.155
H15 1.348 0.853 2.217
H16 -2.041 -1.050 -2.060

Computed properties:
* total charge: 0
* frontier orbital gap: 10.35 eV
* HOMO level: -10.6 eV


S.
H16O8 as an isolated structure, computed with wB97M-V/def2-TZVPD.

Geometry (Å):
H1 -0.078 -2.445 -2.641
H2 1.342 -0.784 0.410
H3 0.269 2.728 -0.277
O1 -2.309 -1.572 0.338
H4 -2.370 -0.618 0.383
H5 0.189 0.355 1.860
O2 0.174 0.076 -0.251
O3 -0.763 -2.668 -2.010
H6 0.535 1.992 1.019
H7 1.602 1.923 -0.785
H8 -1.132 -1.825 -1.748
H9 1.387 0.443 -1.021
H10 -0.240 -0.741 -0.531
O4 1.032 -0.089 1.960
O5 1.991 -1.451 0.184
O6 -1.682 0.702 0.575
H11 -1.578 0.691 1.527
H12 1.464 0.375 2.677
H13 -2.168 1.507 0.396
O7 1.957 1.173 -1.262
H14 2.550 -1.030 -0.470
H15 -2.593 -1.790 -0.549
H16 -0.559 0.659 -0.052
O8 0.979 2.390 0.270

Computed properties:
* total charge: 0
* frontier orbital gap: 7.99 eV
* HOMO level: -9.2 eV


Each structure's energy above the most stable one, in hartree: P 0.0778; Q 0.0963; R 0.0000; S 0.1951.


P.
A 8-piece molecular cluster, H16O8 overall, computed with wB97M-V/def2-TZVPD.

Geometry (Å):
H1 -0.022 3.739 0.030
O1 -2.002 2.220 -0.980
O2 2.742 -1.663 0.501
O3 -0.460 -0.527 -0.712
H2 -2.353 2.227 -1.877
O4 3.891 1.934 1.603
O5 -3.805 -3.145 -1.273
H3 1.459 3.440 -0.141
H4 1.813 -1.406 0.528
H5 -3.125 -2.642 -0.811
H6 3.423 1.822 0.768
H7 0.129 -3.995 0.159
H8 -0.261 -1.197 -1.376
H9 -1.167 0.573 0.353
H10 -2.783 2.131 -0.423
H11 -0.027 -2.850 1.145
O6 -0.697 1.350 0.676
H12 4.613 1.296 1.555
O7 0.630 3.479 -0.631
H13 -1.116 1.543 1.522
H14 3.189 -0.986 1.020
O8 0.641 -3.386 0.703
H15 -3.608 -3.005 -2.206
H16 -1.103 -0.954 -0.134

Computed properties:
* total charge: 0
* frontier orbital gap: 9.89 eV
* HOMO level: -10.3 eV


Q.
H16O8 as an isolated structure, computed with wB97M-V/def2-TZVPD.

Geometry (Å):
H1 -4.409 -2.906 0.497
H2 3.634 0.194 0.284
H3 -4.459 -0.009 1.396
O1 4.178 0.282 -0.545
H4 2.292 -2.830 -1.958
H5 1.273 -1.867 -2.534
H6 -1.468 3.332 -1.881
O2 2.635 0.652 2.659
H7 0.151 0.739 0.463
H8 -1.886 4.522 -1.039
O3 -4.241 -2.198 -0.227
H9 2.267 0.516 3.597
H10 -1.304 0.323 0.507
H11 3.312 1.340 2.750
O4 2.099 -1.877 -1.958
H12 -3.759 -2.597 -0.974
H13 -2.966 0.523 1.414
H14 3.920 1.086 -0.893
O5 1.050 -1.542 -0.567
H15 1.273 -0.657 -0.880
O6 -0.460 0.132 0.946
H16 1.922 -1.797 -0.089
O7 -1.381 4.295 -1.847
O8 -3.675 0.343 0.879

Computed properties:
* total charge: 0
* frontier orbital gap: 7.20 eV
* HOMO level: -7.0 eV


Each structure's energy above the most stable one, in hartree: P 0.0000; Q 0.1196.


P.
A 8-piece molecular cluster, H16O8 overall, computed with wB97M-V/def2-TZVPD.

Geometry (Å):
H1 3.929 -16.989 2.111
O1 6.002 -18.034 -0.205
H2 8.849 -17.828 -0.055
H3 7.787 -16.749 -0.017
O2 8.736 -16.879 0.002
H4 3.186 -12.584 -0.194
H5 4.971 -14.698 1.127
O3 3.998 -12.243 -0.568
O4 4.788 -12.978 2.053
H6 2.613 -16.964 2.859
H7 5.189 -12.114 2.142
H8 2.449 -13.844 1.660
O5 2.081 -13.649 0.798
H9 8.256 -13.516 0.594
H10 6.257 -14.972 0.376
O6 5.440 -15.386 0.655
H11 5.556 -17.267 0.153
H12 6.121 -18.615 0.546
O7 3.009 -17.244 2.034
H13 4.682 -12.543 0.030
O8 7.624 -13.992 0.055
H14 1.144 -13.533 0.958
H15 7.969 -13.924 -0.836
H16 4.965 -13.412 2.887

Computed properties:
* total charge: 0
* frontier orbital gap: 10.20 eV
* HOMO level: -10.4 eV


Q.
A 8-piece molecular cluster, H16O8 overall, computed with wB97M-V/def2-TZVPD.

Geometry (Å):
O1 2.190 0.897 -1.400
H1 0.914 -1.189 -3.139
O2 1.592 -0.736 2.453
O3 -0.919 -1.171 2.850
H2 0.572 2.427 0.752
H3 0.866 -0.090 2.448
H4 -2.324 -2.697 -0.755
O4 -2.590 -1.775 -0.841
H5 2.014 -0.513 3.308
O5 -0.245 -0.811 0.068
O6 -0.111 1.908 -2.307
H6 -0.008 -1.228 2.899
O7 -0.128 1.768 0.943
H7 -1.020 1.580 -2.236
H8 1.344 1.235 -1.772
H9 -0.307 0.154 0.179
H10 0.093 -0.933 -1.837
H11 0.003 -1.222 0.892
H12 2.020 0.048 -0.959
H13 -0.918 2.230 0.624
O8 0.036 -1.062 -2.769
H14 -1.084 -0.266 2.965
H15 -1.804 -1.313 -0.518
H16 -0.186 2.760 -1.848

Computed properties:
* total charge: 0
* frontier orbital gap: 9.82 eV
* HOMO level: -10.3 eV


R.
A 8-piece molecular cluster, H16O8 overall, computed with wB97M-V/def2-TZVPD.

Geometry (Å):
H1 0.936 -0.509 -0.010
H2 4.248 2.215 -0.855
H3 -2.859 3.163 0.999
H4 -5.145 -1.558 -1.493
H5 -1.038 -0.313 2.209
H6 2.314 -3.978 2.179
H7 -0.208 0.172 -0.744
O1 -2.261 3.906 0.861
O2 3.837 -1.804 -1.557
O3 1.493 -3.475 2.217
H8 3.580 -0.940 -1.214
H9 -1.992 0.484 -1.549
H10 -1.628 0.604 -0.079
O4 -2.263 0.189 -0.673
H11 1.249 -3.352 1.293
H12 4.801 -1.785 -1.542
O5 0.612 0.360 -0.273
O6 -1.810 -0.417 1.640
O7 4.638 2.913 -0.317
H13 -2.362 0.343 1.854
O8 -4.283 -1.796 -1.852
H14 -1.631 3.839 1.587
H15 -4.085 -1.088 -2.475
H16 4.119 3.695 -0.535

Computed properties:
* total charge: 0
* frontier orbital gap: 11.31 eV
* HOMO level: -11.2 eV


S.
A 8-piece molecular cluster, H16O8 overall, computed with wB97M-V/def2-TZVPD.

Geometry (Å):
H1 -30.560 1.174 -3.558
H2 -30.462 -1.524 -0.625
O1 -29.559 -1.323 -4.660
H3 -27.410 -1.369 -2.015
H4 -30.558 -0.303 -3.366
O2 -30.401 -3.679 -2.899
H5 -29.461 -0.942 -5.533
H6 -28.077 2.207 -2.174
O3 -29.281 1.990 -4.601
O4 -30.772 0.503 -2.922
H7 -29.078 2.204 -5.570
H8 -30.192 -3.002 -2.260
H9 -29.537 1.574 -1.868
H10 -29.307 3.701 -4.267
O5 -29.842 -1.560 -1.369
H11 -29.321 -2.224 -4.894
H12 -28.424 1.688 -4.298
O6 -27.338 -1.418 -2.975
O7 -29.363 4.651 -4.029
H13 -28.250 -1.378 -3.102
H14 -29.579 5.077 -4.832
H15 -29.926 -0.719 -1.777
H16 -31.364 -3.652 -2.837
O8 -28.859 2.249 -1.615

Computed properties:
* total charge: 0
* frontier orbital gap: 10.75 eV
* HOMO level: -11.1 eV


Each structure's energy above the most stable one, in hartree: P 0.0000; Q 0.0199; R 0.0390; S 0.0108.


P.
A 8-piece molecular cluster, H16O8 overall, computed with wB97M-V/def2-TZVPD.

Geometry (Å):
O1 -2.921 3.200 0.401
H1 1.978 5.203 -1.899
O2 -2.457 -5.483 1.493
H2 0.592 -0.558 0.559
O3 1.533 4.500 -2.371
O4 -0.048 -0.214 -0.065
O5 1.901 -5.080 1.956
H3 0.073 4.820 3.796
H4 4.854 0.327 -2.606
H5 -2.673 -6.364 1.798
H6 -1.501 -5.477 1.435
O6 0.417 4.584 2.934
H7 -2.217 2.592 0.176
H8 2.851 -5.028 1.855
H9 -0.354 4.316 2.434
O7 -4.002 -1.831 -3.014
H10 -4.668 -1.145 -2.978
O8 4.273 0.684 -1.934
H11 4.818 0.737 -1.149
H12 1.771 -5.338 2.869
H13 -3.570 -1.791 -2.161
H14 2.113 3.744 -2.278
H15 0.477 0.080 -0.809
H16 -3.241 3.520 -0.442

Computed properties:
* total charge: 0
* frontier orbital gap: 11.60 eV
* HOMO level: -11.3 eV


Q.
A 8-piece molecular cluster, H16O8 overall, computed with wB97M-V/def2-TZVPD.

Geometry (Å):
O1 0.393 0.536 -0.310
H1 -1.960 -3.447 1.538
H2 1.851 -3.280 -0.785
H3 -0.019 -0.277 -0.623
H4 -2.579 4.448 -1.253
H5 -3.370 -4.008 1.635
O2 -3.819 -0.897 -2.540
O3 -2.863 -3.289 1.241
H6 4.966 0.097 2.463
O4 1.320 -2.559 -1.141
H7 0.780 -2.275 -0.395
H8 -1.568 3.396 -0.826
H9 -3.473 -0.548 -1.711
H10 5.241 0.741 -0.672
O5 5.224 0.385 1.581
O6 -1.765 4.017 -1.536
H11 -4.080 1.336 2.738
H12 1.337 0.347 -0.339
H13 -4.773 -0.777 -2.464
H14 -2.770 1.983 2.318
H15 4.906 0.539 -2.140
H16 6.114 0.736 1.700
O7 4.496 0.631 -1.273
O8 -3.589 2.164 2.794

Computed properties:
* total charge: 0
* frontier orbital gap: 11.25 eV
* HOMO level: -11.2 eV


Each structure's energy above the most stable one, in hartree: P 0.0000; Q 0.0045.